(1)
# C22H28N3O4ReS

A structure of composition C22H28N3O4ReS in a non-equilibrium geometry (wB97M-V/def2-TZVPD, OMol25).

## Properties
* lowest unoccupied orbital energy (spin up / spin down): -11.73 / -11.15 eV
* max |F|: 1.93 eV/A
* HOMO energy (spin up / spin down): -17.42 / -17.41 eV
* 2S+1: 2
* relative energy (zero: lowest compared OMol25 entry of this formula, charge and spin): 0.7097 eV
* charge: +3

Last column: Mulliken charge in e.
Cartesian coordinates (Å):
Re -0.11964 -0.28406 0.70200  2.4039
C -0.81178 2.42076 2.41767  -0.8489
O 0.23027 1.53528 1.90415  -0.3086
C 1.31599 1.25699 2.81254  -0.7542
C 0.90443 0.10609 3.65102  -0.4970
O 0.45512 -0.92632 2.71914  -0.5236
C -0.40230 -1.91027 3.39209  -0.5043
C -1.66250 -2.10476 2.58979  -0.7230
O -1.96289 -0.84628 1.93552  -0.3025
C -3.37423 -0.76415 1.57828  -1.2080
H -0.34749 3.34368 2.75425  0.3507
H -1.35269 1.94851 3.23635  0.2957
H -1.48575 2.63027 1.59391  0.2836
H 1.55608 2.12713 3.42173  0.5375
H 2.17704 1.00522 2.19839  0.1385
H 0.06945 0.37087 4.29629  0.5242
H 1.72354 -0.26596 4.26324  0.3812
H -0.64010 -1.51405 4.37368  0.4458
H 0.13456 -2.84702 3.51470  0.3610
H -2.48157 -2.38579 3.24963  0.6677
H -1.55431 -2.88273 1.84203  0.2744
H -3.96492 -0.87369 2.48232  0.4072
H -3.63783 -1.55271 0.87533  0.4924
H -3.55014 0.21920 1.15611  0.4004
C 2.36969 2.12894 -0.00627  -1.9416
C 2.68507 0.71686 -0.40484  1.4594
C 3.97024 0.51492 -0.92252  -1.2357
C 4.36483 -0.71178 -1.37115  -0.8472
C 3.44414 -1.77546 -1.34044  0.8392
C 3.77136 -3.05736 -1.85389  -0.7647
C 2.85603 -4.08097 -1.86286  -0.9154
C 1.58201 -3.84426 -1.35111  -0.5146
C 1.25528 -2.59651 -0.82237  1.2601
S -0.30941 -2.31897 -0.21940  -0.3138
C 2.17438 -1.53661 -0.80430  -0.5586
N 1.79011 -0.30149 -0.29731  -0.0383
H 2.55892 2.78152 -0.86080  0.6028
H 3.06529 2.45715 0.76981  0.5455
H 1.36106 2.28756 0.34890  0.2567
H 4.64340 1.36243 -0.96132  0.6093
H 5.36359 -0.87046 -1.76536  0.5001
H 4.76783 -3.20981 -2.25436  0.4644
H 3.11102 -5.05056 -2.26681  0.4628
H 0.83247 -4.62866 -1.36632  0.5104
N -4.35749 2.25054 -4.56109  -0.2883
C -3.05550 2.47842 -4.29077  0.3412
O -2.32772 3.20360 -4.92244  -0.5487
C -2.44160 1.76793 -3.08434  0.9095
C -1.13504 2.12923 -2.79126  -0.7728
C -0.48379 1.54909 -1.73500  -0.1702
N -1.06416 0.60295 -0.95579  0.0947
C -2.32951 0.22746 -1.26103  -0.6716
C -3.04021 0.79134 -2.29058  -0.9359
H -4.75591 2.72242 -5.35862  0.2666
H -4.95779 1.64556 -4.03293  0.1401
H -0.64507 2.86805 -3.41208  0.5789
H 0.52286 1.82655 -1.50682  0.3971
H -2.75656 -0.57296 -0.68061  0.6585
H -4.04817 0.43713 -2.46406  0.3257

(2)
# C6H10O

The molecule C6H10O in a non-equilibrium geometry (wB97M-V/def2-TZVPD, OMol25).

## Properties
* lowest unoccupied orbital energy: 0.93 eV
* max |F|: 2.48 eV/A
* HOMO energy: -9.71 eV
* relative energy (zero: lowest compared OMol25 entry of this formula, charge and spin): 1.4791 eV
* SMILES: O=CCCC1CC1

Last column: Mulliken charge in e.
Cartesian coordinates (Å):
O 1.42474 2.44088 1.15432  -0.4776
C 0.23588 2.41588 1.34802  -0.2063
C -0.52513 1.40364 0.55731  -0.2608
C -0.02979 -0.05047 0.65491  -0.8621
C -0.68778 -0.91042 -0.40603  0.0163
C -0.10856 -0.99077 -1.79112  -0.5707
C -0.01853 -2.17389 -0.86476  -0.6165
H -0.17059 3.27448 1.90547  0.3987
H -1.62201 1.45915 0.74560  0.3199
H 0.03486 1.81250 -0.34890  0.2230
H -0.21637 -0.48447 1.64512  0.3678
H 1.05637 -0.05551 0.50298  0.3071
H -1.77561 -0.94139 -0.34690  0.3660
H -0.78932 -1.05085 -2.63681  0.2570
H 0.80435 -0.43358 -1.99336  0.2405
H -0.63739 -3.04314 -1.07142  0.2580
H 0.95460 -2.41161 -0.44034  0.2399

(3)
# C6H12Cl2N2O2P

A structure of composition C6H12Cl2N2O2P in a non-equilibrium geometry (wB97M-V/def2-TZVPD, OMol25).

## Properties
* lowest unoccupied orbital energy (spin up / spin down): -5.52 / -4.94 eV
* max |F|: 4.69 eV/A
* HOMO energy (spin up / spin down): -13.34 / -12.40 eV
* relative energy (zero: lowest compared OMol25 entry of this formula, charge and spin): 2.2489 eV
* charge: +1

Last column: Mulliken charge in e.
Cartesian coordinates (Å):
C 1.37040 -2.36131 0.00671  -0.2088
C 1.41723 -1.97818 -1.48353  -0.3352
C -1.50126 -0.26584 1.36769  -0.6790
C -1.70880 1.14042 -0.61464  -0.4550
C -1.11102 0.74230 2.45045  -0.4650
C -0.78243 1.52921 -1.78933  -0.5042
N 1.58755 -1.42905 0.83254  -0.4527
N -1.26380 -0.05135 -0.00718  -0.1009
O 1.77488 -0.61278 -1.47433  -0.4314
O 2.67291 0.98539 0.38305  -0.4046
P 1.42007 0.07146 0.05461  0.6847
Cl 0.57131 1.14407 2.11700  -0.0418
Cl 0.80777 2.14617 -1.16560  -0.0835
H 1.25924 -3.33470 0.19922  0.5342
H 2.26427 -2.48511 -1.90148  0.4411
H 0.34292 -2.29344 -1.77182  0.2611
H -2.63411 -0.60111 1.31837  0.4446
H -1.12864 -1.26284 1.75754  0.2570
H -2.72090 1.10087 -1.17460  0.3294
H -1.69614 2.09847 -0.06782  0.2935
H -1.01277 0.34934 3.37390  0.4683
H -1.51348 1.77525 2.44861  0.3327
H -1.11340 2.35691 -2.39979  0.5204
H -0.71983 0.48842 -2.34133  0.2474
H 3.41803 0.74744 -0.11823  0.3479

(4)
# C6H6NO3S2

A structure of composition C6H6NO3S2 in a non-equilibrium geometry (wB97M-V/def2-TZVPD, OMol25).

## Properties
* lowest unoccupied orbital energy (spin up / spin down): 2.86 / 2.83 eV
* max |F|: 3.63 eV/A
* HOMO energy (spin up / spin down): -3.52 / -2.70 eV
* relative energy (zero: lowest compared OMol25 entry of this formula, charge and spin): 3.3300 eV
* charge: -1

Last column: Mulliken charge in e.
Cartesian coordinates (Å):
C 2.55074 2.43358 0.93449  0.0214
C 2.49476 -0.11529 0.91426  0.0591
C 3.45326 -0.95347 -0.01300  0.5796
C 0.01774 -2.60474 0.91529  -0.4146
C -0.76531 -0.56390 -0.01850  0.0469
C -0.10912 0.33444 -1.01228  -1.0804
N 2.43981 1.10966 1.00159  -0.0385
O 4.59046 -0.64124 0.22250  -0.6618
O 1.91750 3.16390 0.18136  -0.5852
O 2.83054 -1.63199 -0.80986  -0.5951
S 0.39489 -0.97232 1.35906  -0.0040
S -1.29838 -2.28204 -0.34633  -0.2115
H 3.33232 2.80812 1.74912  0.2210
H -0.04958 -3.44434 1.72052  0.3078
H -1.58531 -0.01739 0.41202  0.4467
H -0.93304 0.43342 -1.78203  0.3387
H 0.76226 -0.10504 -1.35338  0.3293
H 0.11841 1.44287 -0.80223  0.2406